Computed, not measured: a structure of composition C20H31INNdOP2, with the ωB97M-V functional and the def2-TZVPD basis.

```
57
Properties=species:S:1:pos:R:3:lowdin_charge:R:1
C 0.579 5.304 -2.705 -0.32
I -0.409 3.659 -1.532 0.82
H -0.272 5.811 -3.162 0.02
H 1.255 4.877 -3.442 0.02
H 1.098 5.950 -1.998 0.02
Nd -0.326 0.926 -0.259 1.14
P -0.148 -0.106 -3.043 0.68
C 1.458 -0.468 -3.852 -0.26
C -0.985 -1.733 -3.233 -0.25
H -1.012 -2.055 -4.284 0.07
H -0.908 0.402 -5.319 0.06
H -2.013 -1.647 -2.859 0.05
H -1.987 1.110 -4.082 0.05
H 2.029 -1.191 -3.257 0.03
H -0.458 -2.489 -2.638 0.04
C -0.940 0.916 -4.349 -0.29
H 1.288 -0.879 -4.859 0.07
H -0.416 1.879 -4.427 0.02
H 2.032 0.465 -3.936 0.05
P -0.212 2.417 2.289 0.69
C 1.338 2.916 3.117 -0.27
C -1.030 4.062 2.205 -0.29
H -2.151 1.417 3.380 0.05
H -1.069 2.214 4.564 0.07
H -0.644 0.617 3.870 0.05
C -1.104 1.591 3.659 -0.25
H -2.048 3.943 1.812 0.05
H -1.088 4.531 3.197 0.07
H 1.121 3.441 4.061 0.07
H 1.901 3.586 2.451 0.05
H -0.469 4.713 1.522 0.02
H 1.951 2.030 3.328 0.06
C 1.968 1.441 0.325 -0.17
O 3.098 1.545 0.569 0.16
C 2.706 -4.275 -0.907 -0.07
C 3.053 -2.919 -0.920 -0.08
C 2.140 -1.956 -0.508 -0.07
C 0.881 -2.355 0.002 -0.33
C 0.539 -3.727 0.019 -0.03
C 1.441 -4.678 -0.453 -0.05
N -0.026 -1.377 0.413 -0.15
C -0.971 -1.653 1.416 -0.37
C -2.314 -1.217 1.251 -0.09
C -3.260 -1.547 2.221 -0.07
C -2.861 -2.189 3.403 -0.06
C -1.521 -2.560 3.597 -0.05
C -0.586 -2.312 2.600 -0.03
H 3.435 -5.028 -1.218 0.12
H 4.050 -2.608 -1.238 0.12
H 2.392 -0.891 -0.516 0.06
H -0.438 -4.019 0.416 0.12
H 1.165 -5.735 -0.434 0.12
H -2.600 -0.721 0.307 0.08
H -4.309 -1.283 2.065 0.12
H -3.594 -2.444 4.173 0.12
H -1.204 -3.072 4.509 0.12
H 0.454 -2.633 2.692 0.13
```

Summary:
**Multiplicity**: 4
**F_max**: 6.43 eV Å⁻¹
**E_HOMO (alpha / beta)**: -12.6 / -12.6 eV
**E_tot**: -2451.9726 Eh
**Total charge**: +2